[1]
Entry from the Open Molecules 2025 dataset: a structure of composition C14H26Cl4CuN3O4Pd at a distorted geometry (wB97M-V/def2-TZVPD).

Last column: Mulliken charge in e.
Element x y z (Å)
C1 12.29701 16.79937 -15.24365  -1.23
C2 11.92562 16.79286 -16.73373  -0.26
N1 10.47720 16.65283 -16.93754  0.13
C3 9.46203 16.97721 -16.08212  -0.71
C4 8.29666 16.49712 -16.61764  -0.56
N2 8.61161 15.87554 -17.80403  0.21
C5 9.93621 15.91798 -17.92007  -0.05
C6 7.65629 15.21772 -18.71958  -0.66
H1 12.14497 17.78736 -14.81205  0.35
H2 13.33249 16.51067 -15.08509  0.36
H3 11.67777 16.07931 -14.70683  0.38
H4 12.44520 15.99264 -17.25702  0.41
H5 12.21945 17.71529 -17.23550  0.28
H6 9.66221 17.60457 -15.22956  0.47
H7 7.28228 16.50795 -16.25855  0.64
H8 10.55151 15.52870 -18.71667  0.39
H9 8.24012 14.60061 -19.39764  0.34
H10 7.14754 15.95016 -19.34921  0.28
H11 6.92842 14.66774 -18.12948  0.11
Cu1 5.23012 11.33091 -17.23670  0.70
Pd1 6.61354 13.85857 -13.93419  0.63
C7 4.95479 13.63828 -16.04637  1.50
O1 4.54991 13.48043 -17.22409  -0.51
O2 5.26674 12.59313 -15.42221  -0.82
O3 5.55212 14.70661 -15.65857  -0.70
Cl1 5.23203 16.23602 -21.21090  -0.16
C8 4.05662 15.68349 -19.99311  -0.32
C9 4.00685 16.63110 -18.80354  -0.08
Cl2 3.50262 18.28358 -19.23967  -0.13
H12 4.42680 14.73405 -19.60538  0.09
H13 3.06317 15.49881 -20.39165  0.45
H14 4.88033 16.68034 -18.15877  0.04
H15 3.18574 16.25738 -18.18402  0.27
Cl3 3.48188 20.70962 -14.75338  0.04
C10 3.67359 18.97396 -14.96613  -0.21
C11 2.65029 18.35375 -15.89798  0.03
Cl4 1.04213 18.27743 -15.23257  0.16
H16 3.60600 18.49103 -13.99176  0.41
H17 4.67097 18.85740 -15.39161  0.15
H18 2.94445 17.35090 -16.20050  0.00
H19 2.63741 19.01229 -16.78900  0.30
C12 6.40153 8.96506 -14.97416  0.24
O4 5.81409 9.86474 -15.59616  -0.46
N3 6.41644 7.68237 -15.29450  0.07
C13 7.19897 6.68921 -14.59756  -0.79
C14 5.52118 7.14408 -16.34213  -0.92
H20 7.03884 9.15219 -14.10050  0.26
H21 7.80499 6.12476 -15.30963  0.32
H22 6.55501 5.89735 -14.20162  0.33
H23 7.77071 7.06640 -13.75459  0.28
H24 4.81637 7.88443 -16.69471  0.24
H25 6.21007 6.77916 -17.10683  0.37
H26 5.01824 6.25182 -15.97333  0.32

## Properties
expectation value of S² = 3.76
E_HOMO (alpha / beta) = -16.547 / -16.531 eV
2S+1 = 4
LUMO energy (alpha / beta) = -8.95 / -13.91 eV
HOMO-LUMO gap (alpha / beta) = 7.596 / 2.620 eV
charge = +3

---

[2]
Entry from the Open Molecules 2025 dataset: a cluster of 3 separate species, C14H26ClNO7S2 in total at a distorted geometry (wB97M-V/def2-TZVPD).

Last column: Mulliken charge in e.
Element x y z (Å)
C1 0.93707 3.53862 0.18364  -1.18
C2 0.35279 2.47875 -0.79941  0.31
Cl1 1.77656 1.41334 -1.23949  -0.21
C3 -0.68830 1.54513 -0.11340  -0.28
C4 -2.16015 1.84813 -0.46123  0.21
O1 -2.97502 1.48939 0.70051  -0.42
C5 -3.75019 2.59529 0.95980  0.61
O2 -4.10014 2.97869 1.97432  -0.44
O3 -3.97262 3.17730 -0.28638  -0.50
C6 -2.59504 3.29741 -0.76046  0.04
N1 -2.58418 3.78389 -2.11489  -0.62
H1 1.87404 3.92040 -0.25769  0.39
H2 1.19071 3.04983 1.13374  0.22
H3 0.20017 4.35289 0.28981  0.33
H4 -0.05166 2.95911 -1.70150  0.40
H5 -0.51870 1.52303 0.99826  -0.08
H6 -0.48859 0.52301 -0.47703  0.08
H7 -2.52275 1.19455 -1.27361  0.36
H8 -2.15865 3.97083 0.00974  0.22
H9 -1.99713 4.61479 -2.16027  0.30
H10 -3.52380 4.13300 -2.31013  0.30
O4 0.88600 -1.00924 1.28725  -0.58
S1 0.84143 -0.27103 2.52460  1.16
O5 0.68097 1.16566 2.55665  -0.76
C7 -0.39298 -1.01362 3.58306  -0.79
C8 0.36517 -2.08928 4.35262  -0.58
C9 1.69789 -1.45312 4.75699  -0.55
C10 2.25870 -0.74042 3.52191  -0.77
H11 -1.20618 -1.40975 2.97796  0.41
H12 -0.76541 -0.23761 4.25252  0.39
H13 -0.19924 -2.43275 5.21921  0.36
H14 0.54929 -2.95109 3.70582  0.28
H15 1.52710 -0.72671 5.55522  0.30
H16 2.40119 -2.19491 5.13544  0.32
H17 2.81803 0.15336 3.79076  0.35
H18 2.88280 -1.40384 2.92467  0.37
O6 0.71632 -0.49151 -4.09172  -0.66
S2 0.14968 -1.50612 -3.24101  1.23
O7 -1.05568 -1.27871 -2.48039  -0.66
C11 -0.03972 -3.00401 -4.19898  -0.77
C12 1.29031 -3.72972 -4.02849  -0.62
C13 1.65395 -3.59151 -2.54485  -0.74
C14 1.43209 -2.12626 -2.15119  -0.14
H19 -0.26584 -2.75388 -5.23347  0.41
H20 -0.85929 -3.57595 -3.76256  0.31
H21 1.21727 -4.77410 -4.33251  0.37
H22 2.05806 -3.25189 -4.64245  0.29
H23 1.00210 -4.23578 -1.94923  0.31
H24 2.68205 -3.89824 -2.35125  0.35
H25 1.10260 -2.02797 -1.11809  -0.01
H26 2.32690 -1.52736 -2.31281  0.37

## Properties
SMILES = C[C@@H](Cl)C[C@H]1OC(=O)O[C@@H]1N.O=S1(=O)CCCC1.O=S1(=O)CCCC1
E_HOMO = -9.838 eV
LUMO energy = 0.38 eV
HOMO-LUMO gap = 10.216 eV

---

[3]
Entry from the Open Molecules 2025 dataset: a structure of composition C14H26IrN2O9PSTe at a distorted geometry (wB97M-V/def2-TZVPD).

Last column: Mulliken charge in e.
Element x y z (Å)
Ir1 0.12455 0.04199 0.11296  1.18
C1 4.66332 1.25345 2.32797  -0.95
N1 4.19231 0.53291 1.15401  0.14
C2 5.02879 0.13348 0.16246  0.14
C3 4.57462 -0.46876 -0.94173  -1.21
C4 3.14652 -0.67294 -1.10398  0.77
O1 2.72352 -1.21269 -2.14410  -0.62
N2 2.31260 -0.28530 -0.09909  -0.15
C5 2.81960 0.34702 1.03262  0.41
O2 2.08076 0.74524 1.90529  -0.62
H1 5.74708 1.32503 2.27568  0.30
H2 4.36866 0.72680 3.23332  0.30
H3 4.22428 2.24911 2.36000  0.31
H4 6.07896 0.33998 0.32210  0.32
H5 5.23858 -0.78918 -1.72763  0.47
C6 -2.49984 2.83273 0.41385  -0.75
S1 -0.87840 2.45832 0.97143  1.19
O3 -1.00525 1.19975 1.73999  -0.71
O4 -0.40750 3.58152 1.71424  -0.60
O5 -0.05905 2.06386 -0.24693  -0.67
H6 -3.16185 2.71325 1.26801  0.30
H7 -2.76276 2.13831 -0.38000  0.03
H8 -2.51228 3.86140 0.06057  0.44
C7 -4.51746 -1.44106 -0.71362  -0.66
C8 -3.93887 -2.04930 0.56285  0.04
C9 -3.03032 -0.93433 1.04169  -0.47
O6 -2.48636 -0.35840 -0.16036  0.24
C10 -3.31280 -0.69768 -1.28241  -0.46
H9 -5.32328 -0.74592 -0.46927  0.28
H10 -4.90240 -2.18193 -1.41367  0.36
H11 -3.34284 -2.93117 0.32421  -0.33
H12 -4.69664 -2.31429 1.29922  0.44
H13 -2.20176 -1.26808 1.66094  0.21
H14 -3.58816 -0.16326 1.58320  0.32
H15 -2.74371 -1.33689 -1.96155  0.08
H16 -3.57855 0.21630 -1.81834  0.30
C11 3.11327 -4.96292 -0.39149  -1.47
C12 2.22906 -3.80130 -0.02232  0.48
O7 1.23382 -3.66033 -1.07565  -0.16
P1 0.04634 -2.63347 -0.97904  0.19
O8 -0.09879 -2.02181 0.39322  -0.66
Te1 0.18335 -0.85860 -2.54615  -0.28
O9 -1.21770 -3.48395 -1.39048  -0.06
C13 -1.27267 -4.92199 -1.55488  -0.20
C14 -1.78795 -5.57091 -0.29258  -1.06
H17 3.83773 -5.13632 0.40502  0.40
H18 3.65160 -4.75666 -1.31600  0.32
H19 2.52534 -5.87135 -0.52728  0.34
H20 2.79370 -2.87391 0.04667  -0.11
H21 1.71896 -3.95595 0.92807  0.31
H22 -0.28534 -5.29385 -1.81823  0.31
H23 -1.94170 -5.09101 -2.39665  0.34
H24 -1.14470 -5.32941 0.55528  0.26
H25 -1.80650 -6.65477 -0.41555  0.41
H26 -2.79758 -5.23146 -0.06260  0.25

## Properties
E_HOMO (alpha / beta) = -6.662 / -6.661 eV
LUMO energy (alpha / beta) = -0.79 / -0.79 eV
energy relative to the best compared isomer or geometry (same formula, charge and spin) = 2.106 eV
HOMO-LUMO gap (alpha / beta) = 5.875 / 5.872 eV